Entry 1:
Entry from the Open Molecules 2025 dataset: a cluster of 8 separate species, C6H28NO8 in total in a non-equilibrium geometry (ωB97M-V with the def2-TZVPD basis set).

Results
Energy relative to the best compared isomer or geometry (same formula, charge and spin): 1.145 eV
Kohn-Sham gap: 9.5 eV
Maximum force: 0.0432 Eh/bohr
Net charge: -1
Multiplicity: 1
Total energy: -902.1460 hartree

Geometry as XYZ:
```
43
Properties=species:S:1:pos:R:3:forces:R:3
C 0.696486 2.657940 0.118918 -0.7 0.9 0.6
O 0.375805 3.335100 -1.096281 0.3 -0.6 -0.4
C 1.872563 1.718580 -0.068589 -0.1 -0.7 -1.1
C 1.455717 0.228845 0.025467 0.5 0.6 -0.2
C 1.287330 -0.111596 1.508053 -0.2 -2.2 -0.5
C 1.030811 -1.643062 1.810229 -0.3 0.8 0.2
C 1.795627 -2.672150 0.980420 -0.5 -0.4 0.9
N 3.083232 -3.036905 1.594547 0.4 0.1 -0.6
H -0.187381 2.088764 0.434925 0.2 0.1 0.1
H 0.834756 3.464369 0.856748 0.3 -0.4 0.2
H 2.725255 1.730112 0.605789 0.0 1.0 0.3
H 2.226539 2.019279 -1.071331 0.2 -0.5 0.3
H 0.553879 0.024553 -0.564496 -0.1 0.0 0.2
H 2.242010 -0.368450 -0.446349 0.0 0.0 0.2
H 0.427454 0.431797 1.889973 0.2 0.2 0.4
H 2.198010 0.057991 2.088855 0.0 0.8 -0.3
H 1.292190 -1.745220 2.876930 -0.2 -0.3 -0.2
H -0.031964 -1.877318 1.751605 -0.2 0.1 -0.1
H 1.773685 -2.337186 -0.054746 0.8 -0.1 -0.1
H 1.236420 -3.612626 0.957760 -0.3 0.2 0.0
H 3.914094 -2.689490 1.136904 -0.2 0.2 0.0
H 3.107446 -2.788399 2.574877 0.0 0.1 -0.2
H -3.283796 1.845740 1.178180 0.2 -0.2 -0.1
H -2.327633 1.892656 -0.079589 -0.1 0.7 0.2
O -2.499285 1.373160 0.865510 -0.4 0.3 -0.4
H -0.596259 3.246339 -1.231593 -0.2 0.3 0.2
H -3.086200 3.228541 -1.239452 -0.2 0.2 -0.1
O -2.234848 2.810308 -1.138995 0.2 -0.8 0.0
H -2.496630 -0.531506 2.898637 0.4 0.5 -0.2
H -1.860703 0.823814 2.432084 -0.2 -0.7 -0.2
O -1.764789 0.082959 3.068129 0.0 -0.2 0.5
H -1.660387 -1.235250 0.243386 -0.4 0.0 -0.3
H -2.687310 -0.160463 -0.110987 0.1 -0.5 0.3
O -2.462032 -1.106119 -0.295352 0.1 0.4 0.3
H -1.766357 1.788585 -2.693855 0.6 0.3 -0.4
H -0.282722 1.823728 -2.632965 0.2 0.2 -0.3
O -0.976353 1.568239 -3.260740 -0.5 -0.2 0.7
H -0.357029 -3.898159 -2.921079 -0.3 -0.2 -0.1
H 0.213637 -2.527247 -2.737573 -0.2 -0.1 0.2
O 0.423675 -3.466859 -2.581197 0.4 0.3 -0.1
H -1.070145 -0.200154 -2.871453 0.3 -0.2 -0.8
H -1.877692 -1.073418 -2.022803 0.3 -0.9 0.0
O -1.257106 -1.159822 -2.778504 -0.3 0.8 0.4
```
Forces are in eV/Å.

Charges obtained by natural (NBO) population analysis, quoted in units of e: C -0.08; O -0.79; C -0.43; C -0.41; C -0.41; C -0.39; C -0.24; N -0.86; H 0.18; H 0.16; H 0.19; H 0.22; H 0.21; H 0.19; H 0.23; H 0.18; H 0.18; H 0.20; H 0.21; H 0.18; H 0.36; H 0.35; H 0.46; H 0.51; O -1.08; H 0.52; H 0.45; O -1.22; H 0.46; H 0.51; O -0.99; H 0.48; H 0.51; O -0.99; H 0.51; H 0.48; O -0.99; H 0.46; H 0.50; O -0.97; H 0.49; H 0.49; O -1.03

---

Entry 2:
Entry from the Open Molecules 2025 dataset: a cluster of 9 separate species, C6H28NO9 in total in a non-equilibrium geometry (ωB97M-V with the def2-TZVPD basis set).

Results
Energy relative to the best compared isomer or geometry (same formula, charge and spin): 2.503 eV
Kohn-Sham gap: 8.4 eV
Maximum force: 0.0928 Eh/bohr
Net charge: -1
Multiplicity: 1
Total energy: -977.2911 hartree

Geometry as XYZ:
```
44
Properties=species:S:1:pos:R:3:forces:R:3
C -0.661399 -1.043042 -0.879111 1.6 -1.0 -2.3
N -0.187905 -0.080796 0.141862 -2.0 1.2 -1.2
C 1.143626 0.559437 -0.132804 -1.0 0.8 -0.2
O 1.235082 1.081157 -1.364529 1.1 0.1 -0.6
C -1.608211 -2.047593 -0.270016 -1.7 -0.4 -2.6
C -3.121402 -1.612337 -0.177466 0.7 1.7 -1.3
C -3.285288 -0.359525 0.674650 -0.3 0.5 -1.3
C -3.232507 -0.355062 1.988382 0.7 -0.7 0.4
H 0.290915 -1.531862 -1.285208 -1.2 0.1 0.8
H -1.161582 -0.805392 -1.992763 1.1 0.7 3.1
H -1.003877 0.636159 0.103530 2.4 -1.1 0.9
H 1.263761 1.377101 0.670002 -0.3 -1.5 -0.5
H 1.985651 -0.134381 0.018290 -0.6 -0.5 0.7
H -1.642891 -2.804604 -1.077307 0.0 -0.3 0.5
H -1.300330 -2.534570 0.617220 0.5 -0.2 1.1
H -3.541663 -1.356669 -1.217614 0.8 -0.5 1.3
H -3.674722 -2.456362 0.170576 -0.5 -0.5 0.5
H -3.354194 0.600159 0.103806 0.0 -0.8 0.5
H -3.000540 -1.326476 2.446493 -0.3 0.5 0.3
H -3.148886 0.554337 2.571329 -0.2 -0.1 0.1
H 2.207790 -2.139405 -0.744066 0.4 1.4 -0.1
H 1.470920 -3.342658 -1.344033 3.1 0.7 2.3
O 2.325761 -3.076670 -0.755556 -3.2 -2.3 -2.3
H 0.611376 3.787050 -1.766649 -3.3 0.5 -1.0
H 1.596338 2.735180 -1.578408 0.0 -0.2 0.5
O 1.461006 3.707669 -1.454230 3.4 -0.1 0.4
H -0.251292 1.280617 -2.065067 -0.1 0.2 0.2
H -1.242236 1.999551 -1.175418 -0.2 0.4 0.3
O -1.174681 1.634588 -2.054333 -0.4 0.0 -1.2
H 1.797042 -3.324141 1.379987 -0.2 -0.4 -0.3
H 0.785104 -3.032010 2.403430 -0.5 1.1 0.9
O 1.050079 -3.736569 1.840529 0.7 -1.2 -0.8
H -2.150671 2.836194 1.115872 0.8 -0.2 -0.4
H -0.540345 2.731008 0.955451 -1.8 0.1 -1.0
O -1.445213 2.484303 0.537035 0.9 0.9 1.6
H 0.368683 -0.962317 1.640421 -0.5 0.5 -0.4
H 1.120665 -0.499455 2.862734 1.7 2.4 1.1
O 0.629571 -1.198967 2.550647 -1.4 -2.4 -0.3
H 1.701142 4.034895 0.577994 -1.1 -1.1 0.3
H 1.445456 2.585588 1.221217 -0.1 1.9 -0.2
O 1.099385 3.524726 1.185063 1.1 -0.3 0.7
H 3.631597 -0.714179 -2.421127 1.1 -1.2 -4.5
H 2.817848 0.234492 -1.626020 -1.1 0.9 -0.2
O 3.422180 -0.509428 -1.582065 -0.1 0.3 4.4
```
Forces are in eV/Å.

Charges obtained by natural (NBO) population analysis, quoted in units of e: C -0.23; N -0.77; C 0.16; O -0.96; C -0.40; C -0.44; C -0.17; C -0.42; H 0.18; H 0.20; H 0.42; H 0.04; H 0.14; H 0.19; H 0.22; H 0.20; H 0.21; H 0.20; H 0.19; H 0.19; H 0.49; H 0.46; O -0.95; H 0.46; H 0.51; O -1.01; H 0.50; H 0.47; O -1.03; H 0.48; H 0.48; O -0.98; H 0.48; H 0.52; O -1.00; H 0.51; H 0.46; O -1.00; H 0.52; H 0.46; O -0.99; H 0.45; H 0.50; O -0.98

---

Entry 3:
Entry from the Open Molecules 2025 dataset: a cluster of 9 separate species, C6H28O9 in total in a non-equilibrium geometry (ωB97M-V with the def2-TZVPD basis set).

Results
Energy relative to the best compared isomer or geometry (same formula, charge and spin): 1.705 eV
Kohn-Sham gap (spin up / spin down): 9.5 / 5.4 eV
Maximum force: 0.1480 Eh/bohr
Net charge: +1
Multiplicity: 2
Expectation value of S²: 0.7524
Total energy: -922.1377 hartree

Geometry as XYZ:
```
43
Properties=species:S:1:pos:R:3:forces:R:3
C 0.674812 2.374110 -2.670830 2.6 -2.1 -1.6
O 1.460531 1.947044 -1.555021 -2.7 4.3 1.5
C 0.145952 1.087711 -3.463268 1.5 4.2 -1.9
C -0.619157 0.284099 -2.502490 2.1 0.0 3.8
C -1.579945 1.097982 -1.652555 3.7 -3.0 -0.8
C -1.331133 1.286036 -0.323734 -2.1 2.9 3.8
C -2.148686 2.162880 0.681818 -2.0 -7.3 0.2
H 1.332002 2.992118 -3.293297 -0.2 -0.3 -0.3
H -0.098463 3.027290 -2.399517 -1.4 0.7 1.0
H 1.815439 1.154270 -1.762841 2.1 -4.0 -1.0
H 0.952945 0.720251 -4.175051 -0.8 -0.6 1.7
H -0.458903 1.590467 -4.220926 -0.8 -0.3 0.0
H 0.113383 -0.163999 -1.741372 -0.9 0.7 -1.1
H -1.049385 -0.547389 -2.927520 -1.7 -1.8 -1.2
H -2.398646 1.369412 -2.147798 -3.7 1.6 -1.4
H -0.527251 0.879463 0.231874 1.1 -1.1 -0.4
H -2.065175 1.629940 1.769308 0.0 1.3 -2.4
H -1.854433 3.098125 0.671120 1.9 4.9 0.3
H -3.233650 2.180803 0.398909 0.8 -0.1 0.0
H -1.497538 -1.962632 -0.374396 -0.6 2.3 -1.4
H -0.691179 -3.205631 -0.321945 0.6 -0.7 0.2
O -1.394364 -2.714393 0.139957 -0.3 -1.5 0.8
H 2.950043 -1.575201 -1.589421 2.5 0.1 1.4
H 1.462898 -1.389264 -1.145962 0.5 0.4 1.3
O 2.071555 -1.584550 -1.847138 -2.9 -0.3 -2.2
H 1.878315 -0.532288 1.747236 2.2 1.8 1.3
H 0.696966 -1.283311 1.813875 0.5 -0.2 -1.5
O 1.361270 -0.979953 1.123552 -3.0 -1.6 -0.2
H -2.966019 -0.083905 3.861526 2.4 0.8 -2.0
H -1.894338 -0.664130 2.897808 1.0 -2.9 -0.8
O -2.181874 0.152062 3.215789 -3.5 2.6 3.0
H 0.806563 1.671020 1.517486 0.9 0.6 -0.1
H 1.675294 2.799996 0.822743 0.1 0.1 -1.3
O 1.365083 2.460152 1.643465 -0.9 -0.2 1.2
H 0.080442 -4.297838 -1.793900 1.5 0.5 1.8
H 1.087318 -3.201149 -1.242390 0.1 -0.8 -0.1
O 0.580876 -3.994113 -0.955712 -1.2 -0.1 -2.3
H -1.220100 -2.389404 1.611269 -0.3 -0.5 0.7
H -1.563016 -2.875421 3.127423 0.3 0.4 -0.6
O -1.221107 -2.145971 2.579467 0.3 -0.3 0.4
H 1.286804 0.386656 3.900718 -0.2 -0.1 0.3
H 2.297175 1.415719 3.450283 0.4 1.2 0.0
O 1.986960 0.547113 3.268278 -0.3 -1.5 0.1
```
Forces are in eV/Å.

Charges obtained by natural (NBO) population analysis, quoted in units of e: C -0.07; O -0.72; C -0.46; C -0.48; C 0.14; C 0.15; C -0.71; H 0.20; H 0.17; H 0.47; H 0.27; H 0.23; H 0.21; H 0.27; H 0.21; H 0.23; H 0.33; H 0.26; H 0.25; H 0.45; H 0.50; O -0.94; H 0.50; H 0.49; O -0.96; H 0.50; H 0.49; O -1.00; H 0.49; H 0.49; O -0.99; H 0.47; H 0.49; O -0.95; H 0.49; H 0.49; O -0.94; H 0.50; H 0.50; O -1.03; H 0.48; H 0.50; O -0.97

---

Entry 4:
Entry from the Open Molecules 2025 dataset: a structure of composition C6H29BI2NO9P3 in a non-equilibrium geometry (ωB97M-V with the def2-TZVPD basis set).

Results
Kohn-Sham gap: 6.5 eV
Maximum force: 0.0227 Eh/bohr
Multiplicity: 1
Total energy: -2622.2606 hartree

Geometry as XYZ:
```
51
Properties=species:S:1:pos:R:3:forces:R:3
C -2.336202 -0.569304 -1.437932 -0.1 0.2 0.0
C -2.239103 0.887915 -1.031571 0.9 0.1 0.0
I -4.126511 1.780414 -0.950455 -0.2 0.3 0.0
C -1.097026 1.563295 -0.789604 -0.8 -0.7 -0.4
I -1.058222 3.599946 -0.365128 -0.3 0.1 0.3
P 0.635264 0.848275 -0.717907 0.1 -0.2 0.5
N 1.833428 1.795049 -0.005699 -0.4 0.3 0.1
B 1.269771 -0.730660 -1.657255 0.2 -0.2 0.3
O 2.637444 -0.807482 -1.680324 -0.3 0.2 -0.3
O 0.452176 -1.665721 -2.258956 -0.1 0.5 0.1
P 0.069620 -0.300917 1.202129 -0.7 -0.8 -0.5
C 1.656792 -0.837712 1.951518 0.4 0.4 0.2
C -0.727979 0.802944 2.429340 0.4 0.4 0.1
P 1.069494 2.038327 -2.760340 -0.3 0.4 0.0
C 0.510814 0.879165 -4.056450 0.0 0.0 -0.4
O 2.709934 1.947904 -3.049609 0.0 -0.3 -0.1
H -1.968301 -0.699024 -2.458415 0.1 0.0 0.1
H -1.767216 -1.191000 -0.748441 0.1 0.0 -0.1
H -3.373283 -0.903537 -1.439397 0.1 0.0 0.1
H 1.656589 1.858844 0.990874 0.2 -0.1 0.1
H 1.863225 2.745981 -0.370454 0.3 0.0 -0.1
H 2.924383 -1.426591 -2.360643 0.1 -0.3 0.0
H 0.557024 -1.742083 -3.209474 0.2 -0.3 -0.2
H 2.444636 -0.859062 1.192128 -0.1 -0.1 0.0
H 1.527700 -1.828022 2.388686 0.1 0.1 0.0
H 1.987022 -0.153200 2.740834 0.0 0.0 -0.1
H -1.806510 0.695396 2.339446 0.0 0.1 0.1
H -0.459036 1.857446 2.306047 0.0 0.0 0.0
H -0.417593 0.498148 3.431460 -0.3 -0.1 -0.1
H 0.318840 1.448544 -4.969946 0.0 -0.1 0.0
H -0.427646 0.410644 -3.748980 0.0 0.0 -0.1
H 1.263086 0.119195 -4.307818 -0.1 0.0 0.1
H 3.101920 2.727477 -2.657056 0.3 0.2 0.1
O -4.882984 0.190386 2.360774 0.0 -0.1 0.1
H -4.743616 0.540887 1.473386 0.0 0.0 0.0
H -4.953493 -0.762668 2.243199 0.1 0.0 0.0
O -0.320447 -3.636186 2.529645 -0.2 -0.1 0.2
H 0.202844 -4.440954 2.575360 0.0 -0.1 0.0
H -0.548632 -3.515119 1.601980 0.1 0.2 -0.1
O -2.318032 -0.374993 4.786156 0.0 0.2 0.3
H -2.507937 -1.296632 4.982630 -0.1 -0.2 -0.2
H -3.145004 -0.009959 4.450675 0.0 -0.1 -0.1
O 5.371481 -2.375312 -2.765033 -0.2 0.0 0.0
H 4.908999 -1.669799 -2.303537 0.1 0.1 0.2
H 6.108461 -1.930039 -3.191515 0.1 0.0 -0.1
O -2.913685 -3.187382 3.823676 -0.1 0.0 0.1
H -3.550345 -3.781286 3.419489 0.0 -0.1 0.1
H -2.053562 -3.461259 3.476058 0.2 0.1 -0.1
O 2.104456 4.744911 -0.840646 0.2 0.1 -0.1
H 1.586922 5.025675 -1.603891 -0.1 -0.1 0.0
H 2.970043 5.149135 -0.959014 0.0 0.1 0.1
```
Forces are in eV/Å.

Charges obtained by natural (NBO) population analysis, quoted in units of e: C -0.69; C -0.17; I 0.15; C -0.56; I 0.23; P 0.92; N -1.17; B 0.87; O -0.89; O -0.94; P 0.34; C -0.94; C -0.94; P 0.65; C -0.99; O -0.99; H 0.23; H 0.26; H 0.23; H 0.39; H 0.42; H 0.48; H 0.50; H 0.24; H 0.24; H 0.22; H 0.25; H 0.21; H 0.26; H 0.24; H 0.23; H 0.21; H 0.49; O -0.95; H 0.47; H 0.47; O -0.95; H 0.48; H 0.49; O -0.96; H 0.49; H 0.48; O -0.94; H 0.47; H 0.47; O -0.97; H 0.47; H 0.50; O -0.95; H 0.49; H 0.48